[1]
{
  "formula": "AgBF4I2",
  "method": "wB97M-V/def2-TZVPD",
  "symbols": ["Ag", "I", "I", "F", "B", "F", "F", "F"],
  "positions_angstrom": [[0.674, -0.055, 0.786], [2.118, -0.042, 3.860], [-0.493, 0.013, 3.256], [3.343, -0.882, -2.006], [2.819, 0.024, -1.138], [3.345, 1.287, -1.211], [2.911, -0.461, 0.232], [1.357, 0.118, -1.336]],
  "nbo_charge": [0.84, 0.09, 0.01, -0.53, 1.35, -0.54, -0.60, -0.61],
  "total_energy_ev": -31752.8580,
  "lumo_ha": -0.1139,
  "total_charge": 0,
  "multiplicity": 1
}



[2]
{
  "formula": "AgH10O5",
  "method": "wB97M-V/def2-TZVPD",
  "symbols": ["Ag", "O", "H", "H", "O", "H", "H", "O", "H", "H", "O", "H", "H", "O", "H", "H"],
  "positions_angstrom": [[-26.550, 6.114, -7.337], [-26.338, 8.537, -7.169], [-25.995, 8.827, -8.000], [-26.410, 9.384, -6.626], [-26.952, 6.233, -4.847], [-26.669, 7.146, -4.777], [-27.460, 6.238, -4.035], [-24.244, 6.368, -6.679], [-24.056, 7.302, -6.668], [-23.905, 5.885, -7.492], [-26.276, 3.817, -7.047], [-25.363, 3.536, -6.869], [-26.685, 2.944, -7.259], [-26.175, 5.631, -9.605], [-25.512, 5.837, -10.301], [-26.236, 4.697, -9.525]],
  "nbo_charge": [0.93, -0.99, 0.49, 0.51, -0.95, 0.47, 0.49, -0.98, 0.50, 0.50, -0.99, 0.50, 0.50, -0.98, 0.51, 0.49],
  "total_energy_ev": -14392.6414,
  "lumo_ha": -0.1334,
  "relative_energy_kcal_mol": 9.2,
  "total_charge": 1,
  "multiplicity": 1
}



What did the first record say?
{
  "formula": "AgBF4I2",
  "method": "wB97M-V/def2-TZVPD",
  "symbols": ["Ag", "I", "I", "F", "B", "F", "F", "F"],
  "positions_angstrom": [[0.674, -0.055, 0.786], [2.118, -0.042, 3.860], [-0.493, 0.013, 3.256], [3.343, -0.882, -2.006], [2.819, 0.024, -1.138], [3.345, 1.287, -1.211], [2.911, -0.461, 0.232], [1.357, 0.118, -1.336]],
  "nbo_charge": [0.84, 0.09, 0.01, -0.53, 1.35, -0.54, -0.60, -0.61],
  "total_energy_ev": -31752.8580,
  "lumo_ha": -0.1139,
  "total_charge": 0,
  "multiplicity": 1
}



What is the formula in the second record?
AgH10O5



Number 2 is which compound?
AgH10O5